[1]
This record from the Open Molecules 2025 dataset describes a 2-piece molecular cluster, C3H11N2S2 overall. The level of theory is ωB97M-V/def2-TZVPD.

Calculated values
M, Da: 139.3
ΔE to the lowest compared entry with this formula, charge and spin, kcal per mole: 115.2
Net charge: +1
E_HOMO (spin up / spin down), eV: -12.025 / -12.386

Positions of all 18 atoms, in Å:
C: -0.608524 1.409231 1.972957
C: -1.083059 0.387641 1.042094
C: 0.532325 -0.137160 -1.020272
N: 1.050266 0.927736 -1.736681
N: 1.539396 -1.120728 -0.241521
S: -1.499959 -2.597264 -1.045185
S: -0.476128 -1.111238 -2.076192
H: -1.440424 1.827185 2.622129
H: 0.380345 1.456596 2.495241
H: -0.620104 2.347618 1.454658
H: -1.764788 0.815039 0.287837
H: -1.105480 -0.661828 1.378918
H: 0.985816 1.931650 -1.566618
H: 1.632984 0.706818 -2.615606
H: 0.834937 -1.711979 0.275761
H: 2.234936 -1.670740 -0.757334
H: 2.134474 -0.718428 0.532245
H: -2.727012 -2.080148 -1.002432

Force components x, y, z for each atom (eV/Å):
C 0.04 2.34 0.73
C 0.88 -0.34 -0.74
C -0.68 0.90 1.45
N 1.95 -0.91 -1.75
N -0.17 0.40 2.08
S 0.89 -0.15 0.06
S -0.59 -0.38 -0.67
H 0.58 -1.42 0.21
H -1.05 -1.01 -0.16
H 0.58 0.70 -1.07
H 0.16 -0.99 0.44
H -0.27 0.57 -0.63
H -0.27 -0.85 0.55
H -1.36 0.49 1.84
H 1.11 0.11 -0.84
H -0.62 -0.22 -0.57
H -1.02 0.30 -0.96
H -0.16 0.47 0.03

---

[2]
This record from the Open Molecules 2025 dataset describes an isolated ion of composition C3H11N2S2 and charge +1. The level of theory is ωB97M-V/def2-TZVPD.

Calculated values
M, Da: 139.3
ΔE to the lowest compared entry with this formula, charge and spin, kcal per mole: 15.9
Net charge: +1
E_HOMO, eV: -12.542

Positions of all 18 atoms, in Å:
N: -2.174846 -2.749051 0.064936
C: -1.954383 -1.422808 0.631124
C: -0.727206 -0.788713 -0.048169
N: 0.191761 -1.880883 -0.485601
C: -0.059972 0.219846 0.859934
S: 1.507346 0.971867 0.459551
S: 0.955991 2.447055 -0.884876
H: -2.789926 -2.854783 -0.741906
H: -2.707788 -3.376799 0.659474
H: -2.815284 -0.754167 0.615995
H: -1.684188 -1.618720 1.663351
H: -1.025989 -0.255589 -0.954190
H: -0.394315 -2.620227 -0.900841
H: 0.535731 -2.404299 0.326179
H: 0.988977 -1.625753 -1.077909
H: -0.784410 1.026265 0.978679
H: 0.039412 -0.198549 1.870896
H: 1.632137 2.014470 -1.963290

Force components x, y, z for each atom (eV/Å):
N -1.01 -1.22 -0.61
C 0.21 -0.79 -0.15
C -0.13 0.87 -0.62
N 0.17 -0.98 0.43
C -0.77 0.05 0.74
S 0.50 0.02 -0.37
S 0.04 -0.01 0.07
H 0.32 1.07 -0.38
H 0.59 0.20 0.81
H 0.13 0.13 -0.11
H -0.07 0.20 0.33
H 0.06 -0.24 -0.15
H -0.18 0.15 -0.31
H 0.35 0.37 0.12
H -0.29 0.30 0.20
H -0.06 0.03 0.07
H 0.26 -0.01 -0.14
H -0.11 -0.17 0.06

---

[3]
This record from the Open Molecules 2025 dataset describes an isolated ion of composition C3H11N3 and charge -1. The level of theory is ωB97M-V/def2-TZVPD.

Calculated values
M, Da: 89.1
⟨S²⟩: 0.750
ΔE to the lowest compared entry with this formula, charge and spin, kcal per mole: 10.7
Spin multiplicity: 2
Net charge: -1
E_HOMO (spin up / spin down), eV: 1.414 / -4.913

Positions of all 17 atoms, in Å:
C: -0.652254 0.816196 0.166849
N: 0.379461 -0.137089 -0.202274
C: 1.738354 0.391389 -0.241780
N: 2.554589 -0.018784 -1.377879
C: -1.978621 0.128054 0.398846
N: -1.878228 -1.115451 1.198086
H: -0.334329 1.501928 0.961796
H: -0.819001 1.419451 -0.739500
H: 0.375367 -1.064569 0.172650
H: 1.660004 1.479213 -0.240338
H: 2.228582 0.127158 0.707368
H: 2.510269 -1.018537 -1.444251
H: 2.060708 0.314624 -2.195341
H: -2.317974 -0.206600 -0.584572
H: -2.740757 0.798907 0.808258
H: -2.026751 -0.868636 2.178847
H: -2.632198 -1.745155 0.924768

Force components x, y, z for each atom (eV/Å):
C -0.03 -0.35 -0.45
N 1.15 0.47 -1.04
C -0.71 -0.02 0.77
N -0.06 0.50 0.20
C -0.16 -1.13 0.10
N 0.37 0.61 0.20
H -0.13 -0.18 0.24
H 0.02 0.42 0.19
H -0.79 -0.04 0.64
H 0.11 0.03 -0.12
H 0.39 0.03 -0.27
H 0.05 -0.56 -0.02
H -0.01 -0.01 -0.24
H -0.14 0.18 -0.06
H 0.16 0.24 -0.11
H -0.07 -0.23 -0.09
H -0.17 0.05 0.07

---

[4]
This record from the Open Molecules 2025 dataset describes a 2-piece molecular cluster, C3H11N3 overall. The level of theory is ωB97M-V/def2-TZVPD.

Calculated values
M, Da: 89.1
⟨S²⟩: 0.751
ΔE to the lowest compared entry with this formula, charge and spin, kcal per mole: 30.9
Spin multiplicity: 2
Net charge: -1
E_HOMO (spin up / spin down), eV: 1.484 / -4.648

Positions of all 17 atoms, in Å:
C: -0.503485 -1.861505 -0.340329
N: 0.002903 -1.234194 0.888237
C: -0.878315 -1.583164 2.042476
H: -0.381929 -1.293434 -1.276319
H: -1.593761 -1.928312 -0.254035
H: -0.012888 -2.819835 -0.487785
H: 0.905008 -1.611776 1.132352
H: -0.467855 -1.047421 2.900947
H: -1.919740 -1.344777 1.867581
H: -0.725994 -2.642658 2.246102
N: -0.152574 2.818456 -1.388754
C: 1.055539 2.215201 -1.468575
N: 1.625099 1.708434 -0.439387
H: -0.495228 3.539038 -2.020692
H: -0.574313 2.866272 -0.473102
H: 1.476003 2.520745 -2.437277
H: 2.641530 1.698929 -0.491440

Force components x, y, z for each atom (eV/Å):
C -0.01 0.47 -0.03
N -1.47 0.20 0.18
C 1.95 0.08 -0.53
H 0.50 0.28 0.52
H 0.17 -0.50 0.03
H -0.38 -0.56 -0.19
H 0.26 0.20 -0.29
H -0.40 0.14 0.11
H -0.05 0.11 -0.05
H -0.65 -0.44 0.28
N -1.32 -0.48 0.82
C 0.59 2.20 0.05
N -0.19 0.13 0.16
H 0.42 -0.36 -0.54
H 0.07 -0.17 0.02
H 0.54 -0.68 0.18
H -0.04 -0.61 -0.73

---

[5]
This record from the Open Molecules 2025 dataset describes a 2-piece molecular cluster, C3H11N3 overall. The level of theory is ωB97M-V/def2-TZVPD.

Calculated values
M, Da: 89.1
ΔE to the lowest compared entry with this formula, charge and spin, kcal per mole: 57.3
E_HOMO, eV: -7.667

Positions of all 17 atoms, in Å:
C: 2.439327 -1.995069 -2.857709
C: 2.182661 -3.179900 -2.281127
N: 2.353006 -3.574891 -0.991462
H: 2.155912 -1.188726 -2.174373
H: 2.678839 -1.760983 -3.879014
H: 1.672092 -3.897146 -2.935992
H: 2.616481 -2.856223 -0.333191
H: 2.377211 -4.524188 -0.672651
N: -2.106536 1.431468 2.341279
C: -2.429341 2.764410 1.925114
N: -1.547441 3.284251 0.909531
H: -2.332638 0.588633 1.841839
H: -1.591263 1.176875 3.160076
H: -3.422231 2.767322 1.489526
H: -2.542944 3.370737 2.836340
H: -1.911909 4.108728 0.461599
H: -0.591230 3.484708 1.160207

Force components x, y, z for each atom (eV/Å):
C -0.76 0.98 1.91
C -0.24 -1.37 -2.08
N -0.56 1.18 0.72
H 1.38 0.57 -0.13
H -0.86 -0.39 -0.30
H 1.17 -0.72 0.17
H 0.18 -0.29 0.02
H -0.32 0.04 -0.31
N 0.02 -0.91 0.31
C -0.10 -0.56 0.60
N 0.27 0.21 -0.71
H -0.23 0.56 -0.58
H 0.12 0.78 0.24
H -0.25 -0.05 -0.22
H 0.39 0.04 -0.06
H -0.23 0.14 -0.07
H 0.00 -0.21 0.49

---

[6]
This record from the Open Molecules 2025 dataset describes a 2-piece molecular cluster, C3H11N3 overall. The level of theory is ωB97M-V/def2-TZVPD.

Calculated values
M, Da: 89.1
ΔE to the lowest compared entry with this formula, charge and spin, kcal per mole: 50.3
E_HOMO, eV: -9.135

Positions of all 17 atoms, in Å:
C: 0.844301 0.722947 -1.386803
N: 1.907239 0.755311 -2.074394
C: 2.919400 1.736712 -1.613974
H: 0.097790 0.192275 -2.008648
H: 0.613141 1.175357 -0.416587
H: 3.391103 2.193386 -2.482169
H: 2.457559 2.524170 -0.983302
H: 3.695158 1.315758 -0.966912
N: -2.451217 -2.115829 1.283013
C: -2.083777 -0.728744 1.103962
N: -0.621704 -0.538988 1.294440
H: -3.442019 -2.296128 1.292956
H: -1.970589 -2.625310 2.002059
H: -2.739268 -0.149452 1.767108
H: -2.114043 -0.382940 0.069016
H: -0.124375 -1.291378 0.846056
H: -0.378698 -0.487147 2.274179

Force components x, y, z for each atom (eV/Å):
C -0.41 -0.92 -1.98
N 0.86 1.53 0.84
C -0.30 -0.01 0.77
H -0.38 -0.13 1.39
H 0.12 0.16 -0.28
H -0.01 -0.04 0.04
H 0.10 -0.19 -0.45
H 0.03 -0.38 -0.35
N -0.14 -0.67 -1.10
C 1.44 -0.22 0.04
N -1.10 0.68 1.00
H -0.03 0.01 0.11
H 0.07 0.24 0.29
H 0.79 0.75 -0.22
H -1.26 -0.34 -0.11
H 0.05 -0.22 -0.03
H 0.17 -0.25 0.03